i) Computed, not measured: C6H15NO as an isolated structure, with ωB97M-V/def2-TZVPD.

Lowest unoccupied orbital energy = 0.4344 eV
Frontier orbital gap = 8.70 eV

```
! RIJCOSX wB97M-V def2-TZVPD def2/J DEFGRID3
* xyz 0 1
C 1.62291 -1.87372 0.27263
C 0.25265 -1.33722 0.76591
N 1.06122 1.20520 -0.14891
C -0.19162 0.76679 -0.58413
C -0.59314 -0.64143 -0.19480
C -1.64466 -1.70969 -0.79700
C -0.79725 1.57787 -1.68152
H 2.46449 -1.12567 0.69653
H 1.91378 -2.92870 0.50683
H 1.61966 -1.80909 -0.78951
H 0.62693 -0.53357 1.38493
H -0.26988 -2.20928 1.41761
H -0.94756 0.49359 0.33564
H 1.41893 1.95303 -0.67454
H -2.20086 -2.27475 -0.03527
H -1.00814 -2.45082 -1.37089
H -2.28484 -1.18058 -1.49699
H -1.91691 1.47100 -1.68122
H -0.52149 1.34490 -2.69020
H -0.42396 2.70170 -1.50813
H 0.60105 2.47042 2.55951
H 0.60335 1.55341 1.11141
O 0.12544 1.67406 2.07377
*
```



ii) Computed, not measured: C6H15NO as an isolated structure, with ωB97M-V/def2-TZVPD.

Lowest unoccupied orbital energy = 0.7051 eV
Frontier orbital gap = 8.18 eV

```
! RIJCOSX wB97M-V def2-TZVPD def2/J DEFGRID3
* xyz 0 1
C 1.32628 0.96425 0.48093
C 0.59918 -0.30939 0.94557
C -0.78371 -0.59480 0.16404
C -1.73309 0.60979 0.54694
C -2.69803 -0.43522 0.08280
C -3.03690 -0.34241 -1.26579
N 1.81847 0.78282 -0.87892
H 0.55820 1.76654 0.61726
H 2.17319 1.15898 1.11316
H 0.45549 -0.38849 2.02758
H 1.28608 -1.09424 0.60375
H -0.44080 -0.43463 -0.84769
H -0.82312 -1.68150 0.26574
H -1.77581 1.49369 -0.09127
H -1.68447 0.87398 1.60216
H -2.98057 -1.13523 0.86721
H -3.58515 0.50761 -1.64929
H -2.94890 -1.18691 -1.93611
H 2.13642 1.64923 -1.29493
H 1.09956 0.43262 -1.49703
H 3.82624 -1.63168 0.22233
H 3.21508 -0.31761 -0.26944
O 3.99633 -0.68743 0.19098
*
```



iii) Computed, not measured: a 2-piece molecular cluster, C6H15NO overall, with ωB97M-V/def2-TZVPD.

Lowest unoccupied orbital energy = 0.7754 eV
Frontier orbital gap = 8.51 eV

```
! RIJCOSX wB97M-V def2-TZVPD def2/J DEFGRID3
* xyz 0 1
C -0.54990 -1.78491 1.98306
C -0.00356 -0.75361 1.01980
C -0.68311 0.63646 1.02801
C -0.41328 1.20863 -0.37543
C 0.71874 1.90830 -0.60437
C -2.35991 0.04194 -1.25943
N -1.04192 0.57342 -1.44367
H -1.60990 -1.74292 2.14927
H -0.39280 -2.84242 1.63344
H -0.02789 -1.75271 2.92223
H 1.07934 -0.58252 0.99736
H -0.23082 -1.24208 0.03587
H -0.36036 1.24921 1.85247
H -1.73413 0.52759 1.24154
H 1.10635 2.12093 -1.57724
H 1.29566 2.26189 0.23417
H -3.03861 0.28951 -2.15612
H -2.88299 0.34174 -0.34081
H -2.63557 -1.01830 -1.32984
H -0.86750 0.74533 -2.41464
H 4.53605 0.48430 -0.73856
H 5.02673 -0.81432 -1.39574
O 5.06936 0.14453 -1.46138
*
```



iv) Computed, not measured: an isolated molecule of C6H15NO, with ωB97M-V/def2-TZVPD.

Lowest unoccupied orbital energy = 0.8944 eV
Frontier orbital gap = 9.09 eV

```
! RIJCOSX wB97M-V def2-TZVPD def2/J DEFGRID3
* xyz 0 1
C -0.13154 -1.05282 1.09680
C 0.50834 -0.27643 2.20779
O 1.75347 -0.88644 2.58260
C 0.43335 -1.02789 -0.33182
N -0.19673 -0.06499 -1.26463
C -0.19557 1.28477 -0.73357
C -0.54981 2.31900 -1.79084
C -1.42925 -0.57083 -1.82350
H -0.23698 -2.10768 1.35516
H -1.15645 -0.69538 1.01746
H 0.68259 0.76544 1.93103
H -0.14222 -0.29352 3.08508
H 2.46487 -0.25214 2.52732
H 1.49369 -0.74971 -0.35014
H 0.31179 -2.00680 -0.78992
H -0.78366 1.41900 0.17600
H 0.83204 1.47150 -0.47555
H -1.56298 2.17798 -2.17188
H 0.13230 2.25750 -2.63179
H -0.44079 3.33426 -1.40546
H -1.27661 -0.99950 -2.81903
H -2.17749 0.20793 -1.98854
H -1.94181 -1.31580 -1.20603
*
```



Most stable structure - iv); separation to the second - 68.7 kJ/mol.



i) Computed, not measured: a 2-piece molecular cluster, C6H15NO overall, with ωB97M-V/def2-TZVPD.

Lowest unoccupied orbital energy = 0.7744 eV
Frontier orbital gap = 9.51 eV

```
! RIJCOSX wB97M-V def2-TZVPD def2/J DEFGRID3
* xyz 0 1
C 0.52384 -1.23723 0.80518
C -0.41769 -0.35565 1.57674
C -0.58566 1.04473 0.94137
C -0.74830 1.42400 -1.55791
C -1.25244 1.05292 -0.38145
C -2.72967 0.54412 -0.32654
N 1.89981 -1.11105 1.27396
H 0.32813 -2.29234 1.04630
H 0.36029 -1.05711 -0.24386
H -1.41740 -0.73837 1.74109
H -0.12517 -0.14976 2.62863
H 0.40708 1.57316 0.90564
H -1.17496 1.77511 1.52208
H 0.25439 1.77866 -1.69134
H -1.27688 1.21578 -2.50882
H -3.22379 0.92755 0.57458
H -2.57213 -0.50182 -0.08179
H -3.27279 0.86762 -1.20456
H 1.99541 -0.83284 2.23017
H 2.65363 -0.99754 0.62866
H 2.90631 -0.75659 -2.02641
H 4.20275 -1.13076 -2.98392
O 3.26524 -1.04259 -2.86781
*
```



ii) Computed, not measured: an isolated molecule of C6H15NO, with ωB97M-V/def2-TZVPD.

Lowest unoccupied orbital energy = 0.8765 eV
Frontier orbital gap = 10.46 eV

```
! RIJCOSX wB97M-V def2-TZVPD def2/J DEFGRID3
* xyz 0 1
C 2.06319 1.08002 1.36886
O 2.11107 -0.26660 1.95241
C 0.54822 1.25159 0.77684
C 0.33329 0.15514 -0.31566
C -0.86683 -0.66773 0.23649
C -1.52440 -1.80761 -0.59779
C -1.96649 -1.55820 -2.03857
N 0.57325 2.66961 0.25160
H 2.92352 1.31001 0.82965
H 2.18574 1.86951 2.16848
H 2.92418 -0.52952 2.36809
H -0.11234 1.24118 1.67799
H 1.31338 -0.46682 -0.30066
H 0.09147 0.55402 -1.31940
H -0.27988 -1.18654 1.22298
H -1.65606 0.10633 0.44857
H -1.27158 -3.02078 -0.48823
H -2.50412 -2.00854 -0.10208
H -1.10908 -1.81345 -2.80173
H -2.13377 -0.51600 -2.35005
H -2.97050 -1.92723 -2.01773
H 1.39650 2.87209 -0.39817
H -0.06875 2.65956 -0.57190
*
```



iii) Computed, not measured: a 2-piece molecular cluster, C6H15NO overall, with ωB97M-V/def2-TZVPD.

Lowest unoccupied orbital energy = -2.4116 eV
Frontier orbital gap = 5.42 eV

```
! RIJCOSX wB97M-V def2-TZVPD def2/J DEFGRID3
* xyz 0 1
C 1.25453 -0.02066 -1.46080
N 0.29771 0.94141 -0.76768
C -0.77318 0.20695 -0.01337
C -0.50442 0.19647 1.44357
C -0.05967 -1.01856 2.21250
O -1.12375 -2.01745 2.40070
C -2.14395 0.83000 -0.47650
C 2.59548 0.66135 -1.72935
H 0.73607 -0.20482 -2.39387
H 1.35654 -0.85735 -0.77675
H 0.91542 1.24501 -0.00644
H -0.73313 -0.84931 -0.29584
H -2.34825 -1.48290 0.41848
H -0.70626 1.04507 2.09436
H 0.79547 -1.46008 1.69651
H 0.24030 -0.68418 3.20809
H -1.66843 -1.74874 1.61530
H -1.82553 1.86273 -0.42042
H -2.89982 0.57666 0.24220
H -2.27458 0.43052 -1.47706
H 3.02030 1.18561 -0.87309
H 3.22599 -0.17255 -2.05591
H 2.62317 1.33481 -2.58462
*
```



Most stable structure - i); separation to the second - 162.1 kJ/mol.



i) Computed, not measured: a 2-piece molecular cluster, C6H15NO overall, with ωB97M-V/def2-TZVPD.

Lowest unoccupied orbital energy = 0.8599 eV
Frontier orbital gap = 8.98 eV

```
! RIJCOSX wB97M-V def2-TZVPD def2/J DEFGRID3
* xyz 0 1
C -2.23554 1.16757 1.10138
C -1.13181 1.06319 0.01324
N 0.08313 0.53985 0.61843
C 0.10018 -0.81556 1.17364
C 1.20491 -1.58327 0.35581
C 1.88825 -0.57153 -0.53026
C 1.33056 0.83154 -0.06365
H -1.80098 1.06867 2.09456
H -3.08606 0.48832 1.01398
H -2.63553 2.18867 1.09373
H -1.61227 0.47656 -0.82178
H -0.88373 2.02876 -0.42255
H -0.89040 -1.23843 1.29181
H 0.50653 -0.67965 2.20022
H 1.90817 -2.17847 0.93645
H 0.68470 -2.28437 -0.31072
H 1.75865 -0.70964 -1.59403
H 2.97302 -0.68532 -0.33932
H 2.07643 1.29027 0.60648
H 1.22752 1.55102 -0.88881
H -0.17444 -0.17062 -1.99123
H -1.09408 -1.06601 -2.76011
O -0.19722 -0.71156 -2.77726
*
```



ii) Computed, not measured: a 2-piece molecular cluster, C6H15NO overall, with ωB97M-V/def2-TZVPD.

Lowest unoccupied orbital energy = 0.9095 eV
Frontier orbital gap = 9.24 eV

```
! RIJCOSX wB97M-V def2-TZVPD def2/J DEFGRID3
* xyz 0 1
C -0.62125 -0.72708 0.61050
N 0.74163 -0.28943 0.32866
C 0.84152 1.13339 0.01649
C 0.66660 1.96226 1.28210
C 1.33382 -1.16790 -0.69320
C 0.28779 -2.22700 -1.09460
C -0.83800 -2.10612 -0.05486
H -0.78612 -0.80018 1.68662
H -1.37410 -0.01934 0.24648
H 0.11849 1.45290 -0.74230
H 1.85011 1.27054 -0.37330
H -0.11429 1.56780 1.93414
H 0.40154 3.00776 1.09424
H 1.56503 1.92969 1.89390
H 2.22029 -1.64111 -0.25888
H 1.67441 -0.60001 -1.56293
H 0.74168 -3.21556 -1.04463
H -0.05024 -2.06903 -2.11416
H -0.77149 -2.91332 0.66260
H -1.80664 -2.08390 -0.53761
H -1.86857 2.20553 0.27545
H -1.80135 2.89580 -1.06864
O -2.41087 2.43431 -0.48609
*
```



Most stable structure - ii); separation to the second - 47.1 kJ/mol.